The following is a quantum chemistry calculation of a cluster of 2 separate species, CH5OS in total, from the OMol25 dataset.

Output
Max |F| ... 0.84 eV/A
HOMO-LUMO gap ... 6.612 eV
Charge ... -1

Each line ends with the Löwdin charge.
Positions of all 8 atoms, in Å:
S: -1.67 -0.59 0.76  0.01
O: -0.02 1.32 -1.73  -0.12
C: 0.13 -0.85 0.80  -0.78
H: 0.47 -1.35 1.71  -0.03
H: -0.43 0.80 -1.00  -0.07
H: 0.77 0.04 0.74  -0.02
H: 0.50 -1.46 -0.04  -0.01
H: 0.27 2.10 -1.24  0.02

=====

The following is a quantum chemistry calculation of the molecule C6H9N3S at a distorted geometry, from the OMol25 dataset.

Output
Max |F| ... 4.85 eV/A
HOMO-LUMO gap ... 8.962 eV
SMILES string ... C/N=C(\NC)c1nccs1

Each line ends with the Löwdin charge.
Positions of all 19 atoms, in Å:
S: 2.72 -0.95 -0.01  1.07
N: 1.78 1.45 0.01  0.03
N: 0.15 -1.69 -0.06  -0.05
N: -1.22 0.26 0.12  0.00
C: 0.11 -0.42 0.01  -0.33
C: 1.41 0.21 0.02  -0.51
C: -1.29 1.70 0.00  -0.12
C: -1.05 -2.48 -0.04  -0.14
C: 3.13 1.55 -0.02  -0.25
C: 3.81 0.38 -0.04  -0.39
H: -1.60 2.02 -1.00  0.08
H: -1.68 -2.28 -0.92  0.08
H: -0.30 2.12 0.20  0.05
H: -1.95 -0.25 -0.35  0.09
H: 4.87 0.22 -0.07  0.06
H: 3.56 2.54 -0.04  0.10
H: -1.64 -2.27 0.85  0.08
H: -2.00 2.09 0.73  0.08
H: -0.76 -3.52 -0.06  0.07

=====

The following is a quantum chemistry calculation of a cluster of 3 separate species, C16H32NO3 in total, from the OMol25 dataset.

Output
Max |F| ... 0.24 eV/A
HOMO-LUMO gap ... 6.986 eV
Charge ... +1

Each line ends with the Löwdin charge.
Positions of all 52 atoms, in Å:
O: 6.46 1.23 -3.75  -0.04
O: -1.77 -0.96 4.54  -0.17
O: -1.80 -2.06 -0.81  -0.18
N: 2.30 2.13 -3.01  -0.04
C: 5.11 1.21 -3.33  -0.27
C: -0.16 -1.57 6.31  -0.08
C: -2.59 -0.14 5.35  -0.28
C: 2.05 2.46 -4.28  0.00
C: 4.75 2.66 -3.01  -0.16
C: 1.03 1.86 -4.98  0.01
C: -3.50 -3.57 -1.76  -0.08
C: 0.25 0.89 -4.35  0.01
C: 0.52 0.57 -3.03  0.01
C: -3.35 -0.89 0.72  -0.07
C: -2.20 1.33 5.35  -0.08
C: -2.66 -0.95 -0.63  -0.30
C: -0.40 -1.01 4.92  -0.29
C: 1.55 1.20 -2.38  0.01
C: -2.42 -3.34 -0.72  -0.27
C: 3.42 2.79 -2.28  -0.10
H: -3.87 0.06 0.83  0.08
H: -1.61 -4.06 -0.86  0.12
H: 4.98 0.58 -2.43  0.13
H: -0.06 -0.17 -2.49  0.12
H: -0.55 0.40 -4.89  0.13
H: 0.86 2.16 -6.01  0.13
H: 4.47 0.81 -4.12  0.12
H: -3.83 -4.61 -1.72  0.08
H: -2.63 -0.53 6.38  0.11
H: -2.63 -1.00 1.53  0.08
H: -4.09 -1.68 0.83  0.07
H: 2.68 3.22 -4.73  0.15
H: 6.78 0.33 -3.85  0.10
H: 0.91 -1.71 6.47  0.08
H: -3.59 -0.25 4.93  0.12
H: 4.77 3.25 -3.93  0.12
H: 1.79 0.98 -1.35  0.15
H: -2.95 1.91 5.88  0.08
H: -3.40 -0.90 -1.44  0.11
H: -0.53 -0.90 7.09  0.07
H: 3.14 3.83 -2.13  0.14
H: -1.24 1.49 5.86  0.07
H: -3.12 -3.37 -2.76  0.08
H: 0.07 -1.66 4.18  0.12
H: -2.01 -0.08 -0.74  0.10
H: 3.49 2.30 -1.31  0.13
H: -2.81 -3.50 0.29  0.11
H: -4.38 -2.94 -1.59  0.07
H: 0.07 -0.02 4.82  0.11
H: -0.66 -2.53 6.43  0.08
H: 5.52 3.06 -2.35  0.14
H: -2.12 1.70 4.33  0.08

=====

Q: Among the records above, which one has the highest max |F|?
A: C6H9N3S